No. 1
The following is a quantum chemistry calculation of C17H25CrN3O3S as an isolated structure, from OMol25.

Its HOMO energy (alpha / beta) is -0.90 / -3.73 eV. Its energy above the lowest of the compared OMol25 structures with the same formula, charge and spin is 96.0 kJ/mol. As for the energy: -2495.40433 Eh. As for the total charge: -1. As for the spin multiplicity: 6.

```
50
Properties=species:S:1:pos:R:3:forces:R:3
Cr 0.09351 0.03316 0.26083 -0.7 0.3 -0.4
C -1.42905 -2.04449 -0.12535 0.2 0.2 0.2
C -0.16810 -2.42423 0.39766 0.1 0.0 -0.1
C 0.82244 -1.96227 -0.50628 0.1 -0.2 -0.2
C 0.15547 -1.34454 -1.61886 0.2 -0.4 -0.2
C -1.22824 -1.42075 -1.38394 0.0 0.1 0.0
C -2.32837 -0.94017 -2.27784 -0.1 0.1 0.0
C 0.84113 -0.91211 -2.88300 0.0 0.1 0.1
C 2.29093 -2.27658 -0.44515 0.0 0.0 0.0
C 0.12047 -3.19269 1.65609 -0.1 0.1 0.0
C -2.78163 -2.34845 0.44698 0.0 0.1 0.1
H -3.00064 -0.24947 -1.75931 0.0 0.0 0.0
H -2.93529 -1.77428 -2.65243 0.0 0.0 0.0
H -1.93386 -0.39740 -3.13633 0.0 0.0 0.0
H 1.66835 -0.22201 -2.69688 0.0 0.0 0.0
H 0.15275 -0.39452 -3.55087 0.0 0.0 0.0
H 1.24660 -1.77741 -3.41942 0.0 0.0 0.0
H 2.51490 -3.25523 -0.88994 0.0 0.0 0.0
H 2.65941 -2.29362 0.58432 0.0 0.0 0.0
H 2.87521 -1.52853 -0.98482 0.0 0.0 0.0
H 0.61406 -2.58069 2.41813 0.0 0.0 0.0
H 0.77407 -4.04738 1.45516 0.0 0.0 0.0
H -0.79668 -3.58490 2.10093 0.0 0.0 0.0
H -3.39807 -1.44815 0.53660 0.0 0.0 0.0
H -2.71222 -2.79360 1.44171 0.0 0.0 0.0
H -3.33010 -3.04762 -0.19259 0.0 0.0 0.0
C -0.06954 2.07698 5.33521 0.0 -0.1 -0.4
O 0.50193 1.28733 4.28625 0.1 0.1 0.4
C -0.22659 0.85629 3.24193 0.2 0.0 0.1
O 0.24634 0.01096 2.52076 -0.1 -0.1 0.0
N -1.46817 1.41630 3.12598 -0.2 0.2 -0.1
N -2.22360 1.00878 2.01368 0.0 0.0 0.0
H 0.62292 2.01446 6.16833 0.1 0.0 0.0
H -1.04181 1.69361 5.63227 -0.1 -0.1 0.0
H -0.15813 3.12191 5.03400 0.0 0.0 0.0
H -1.47580 2.40698 3.32899 -0.1 0.1 0.1
H -2.01475 1.60491 1.21001 0.0 0.0 -0.1
H -3.20509 1.03598 2.25349 0.1 0.0 0.0
O 1.51781 1.35393 0.16373 0.1 -0.2 0.0
N 1.57465 1.93877 -1.07031 0.0 -0.1 0.2
C 2.82865 2.02786 -1.66779 -0.1 0.0 0.1
C 2.95246 2.58688 -2.90688 -0.1 0.1 -0.1
C 1.82726 3.08091 -3.58759 -0.1 -0.1 0.2
C 0.55729 2.97913 -2.92509 0.1 0.1 -0.2
C 0.42549 2.42340 -1.68395 0.1 -0.1 0.2
S -1.10048 2.19662 -0.84478 0.0 -0.1 0.1
H 3.63919 1.62670 -1.07976 0.0 0.0 0.0
H 3.94157 2.63614 -3.34891 0.0 0.0 0.0
H 1.91060 3.51439 -4.57414 0.0 0.0 0.0
H -0.34924 3.32870 -3.40084 0.0 0.0 0.0
```
Positions in Å, forces in eV/Å.


No. 2
The following is a quantum chemistry calculation of a 3-piece molecular cluster, C19H45BN2O8S2 overall at a distorted geometry, from OMol25.

Its HOMO energy is -9.08 eV. Its SMILES is CCCC[C@@]1(CCCS)C[C@H](OB(O)O)COS1(=O)=O.COC[C@@H](C)N.COC[C@@H](C)N. As for the energy: -2283.70515 Eh. As for the spin multiplicity: 1.

```
77
Properties=species:S:1:pos:R:3:forces:R:3
C -1.04649 -2.33996 2.38016 -0.2 0.1 -0.1
C -1.22325 -0.84134 2.62255 -0.4 -0.1 0.1
C -1.99671 -0.14674 1.49188 -0.1 0.2 0.5
C -1.79537 1.38698 1.49577 0.0 -0.4 -0.2
C -1.06957 2.04662 0.30872 -0.2 1.0 -0.2
C -2.01665 2.35901 -0.88489 0.3 -0.7 -0.1
C -3.11080 1.32938 -1.19368 -0.4 0.3 -0.1
C -4.44473 1.59194 -0.46889 0.2 0.0 -0.4
S -5.91212 1.33283 -1.52075 -0.2 0.0 0.0
C -0.49118 3.40452 0.82810 0.1 -0.6 0.1
C 0.58348 4.02912 -0.03166 -0.2 0.6 0.2
O 0.01384 4.46869 -1.25888 0.4 -0.2 0.0
B 0.86004 4.96370 -2.22487 0.1 0.2 -0.3
O 0.46887 4.87886 -3.54771 -0.1 -0.1 0.2
O 2.07369 5.50782 -1.93995 -0.1 -0.2 0.1
C 1.69668 3.02705 -0.19838 0.4 -0.2 0.4
O 1.27726 1.95694 -1.06791 -0.4 0.2 0.1
S 0.24337 0.97078 -0.34212 -0.1 -0.5 -0.1
O 0.92581 0.32842 0.73666 0.2 0.2 0.4
O -0.29014 0.16180 -1.39033 0.1 0.0 -0.2
H -1.93379 -2.88278 2.70569 0.0 -0.1 0.0
H -0.19377 -2.75265 2.91124 0.0 0.0 0.1
H -0.93047 -2.54112 1.31502 0.2 0.0 0.0
H -0.27587 -0.34475 2.81474 0.1 0.0 -0.2
H -1.82721 -0.71669 3.52576 0.2 0.1 0.2
H -3.05442 -0.33422 1.68548 -0.1 -0.1 -0.3
H -1.75845 -0.59945 0.53385 0.1 0.0 -0.1
H -2.76887 1.87647 1.52352 0.0 0.1 0.1
H -1.28414 1.65487 2.41839 0.1 0.0 0.0
H -1.39579 2.43946 -1.77353 0.0 0.2 0.0
H -2.45602 3.34091 -0.72667 -0.1 0.1 0.1
H -3.31254 1.41082 -2.26138 0.1 0.0 -0.1
H -2.77127 0.31315 -1.02868 0.0 -0.1 0.0
H -4.55223 0.97868 0.42011 0.0 0.1 0.1
H -4.48853 2.64762 -0.21105 -0.1 0.0 0.3
H -5.34357 0.55905 -2.44938 0.1 -0.1 0.0
H -0.04709 3.23822 1.81043 0.1 0.0 0.0
H -1.33269 4.07794 0.98126 0.0 0.1 -0.1
H 1.01883 4.88637 0.49043 -0.1 0.0 0.1
H -0.24705 4.25029 -3.63873 -0.4 0.0 -0.1
H 2.62705 5.45601 -2.74512 0.2 0.1 0.0
H 2.62603 3.45950 -0.55467 -0.1 -0.1 -0.5
H 1.91463 2.59778 0.78249 0.1 0.0 0.0
C 5.19778 1.86513 -6.34319 -0.1 0.0 -0.1
O 3.82553 2.06075 -6.06245 0.1 0.0 0.0
C 3.43252 1.80329 -4.72957 -0.2 -0.1 0.0
C 3.70601 2.94627 -3.74687 0.2 0.1 0.0
C 5.16905 3.09180 -3.33832 0.0 0.0 0.1
N 3.21240 4.23418 -4.25252 -0.1 -0.1 0.0
H 5.60608 1.02697 -5.77052 0.0 0.0 0.0
H 5.78740 2.76282 -6.14127 0.0 0.0 0.1
H 5.28297 1.63687 -7.40489 0.0 0.0 0.0
H 2.35179 1.64725 -4.77231 0.0 0.0 0.0
H 3.87993 0.86583 -4.37425 0.1 0.0 0.0
H 3.13642 2.70806 -2.84302 -0.1 -0.1 0.0
H 5.75823 3.58134 -4.11331 0.0 0.0 0.0
H 5.24812 3.70634 -2.44102 0.0 0.0 0.0
H 5.62088 2.12156 -3.12509 0.0 0.0 0.0
H 2.20460 4.16945 -4.39547 0.2 0.1 -0.1
H 3.60736 4.37634 -5.17780 0.1 0.1 0.0
C -1.65238 -6.24469 2.57559 0.1 0.1 -0.1
O -1.21540 -5.57794 3.74372 0.0 -0.1 0.0
C -1.92266 -5.89227 4.92545 0.0 0.1 0.1
C -1.49826 -7.19782 5.61027 0.1 -0.1 -0.1
C -2.00028 -8.45879 4.91356 -0.1 0.0 0.0
N -0.04606 -7.29472 5.77933 0.0 0.2 0.0
H -2.73629 -6.39468 2.58317 0.0 0.0 0.0
H -1.15325 -7.20787 2.44555 -0.1 0.0 0.0
H -1.39205 -5.61319 1.72635 0.0 0.0 0.0
H -1.71098 -5.06804 5.61184 0.0 0.0 0.0
H -3.00457 -5.88329 4.73275 0.0 -0.1 0.0
H -1.94366 -7.17768 6.60966 0.0 0.1 0.0
H -1.40774 -8.69527 4.03016 0.0 0.0 0.0
H -1.92406 -9.31135 5.58741 0.0 0.0 0.0
H -3.04384 -8.35726 4.60941 0.0 0.0 0.0
H 0.28068 -6.52258 6.35250 0.0 -0.1 0.1
H 0.38496 -7.13879 4.87218 0.0 -0.1 0.0
```
Positions in Å, forces in eV/Å.


No. 3
The following is a quantum chemistry calculation of one molecule with the formula C6H5FS at a distorted geometry, from OMol25.

Its HOMO energy is -8.96 eV. Its SMILES is C#C[C@H]1[C@H](F)[C@H]1C=S. Its energy above the lowest of the compared OMol25 structures with the same formula, charge and spin is 364.5 kJ/mol. As for the energy: -729.54466 Eh. As for the spin multiplicity: 1.

```
13
Properties=species:S:1:pos:R:3:forces:R:3
C -2.53704 0.86848 -0.72769 1.4 -1.5 0.6
C -1.64185 0.14529 -0.34820 0.0 0.8 0.2
C -0.56957 -0.71104 0.17237 0.0 0.0 -1.2
C 0.62068 -0.96466 -0.73876 0.2 -0.5 0.8
F 1.18058 -2.23712 -0.87484 -0.8 1.0 0.0
C 0.87131 -0.28478 0.55766 0.7 0.1 0.7
C 1.34590 1.12486 0.72094 -1.7 0.3 -1.7
S 1.99506 1.72353 2.03193 0.7 0.2 1.0
H -3.39390 1.34856 -1.09097 -0.5 0.5 -0.2
H -0.96466 -1.55822 0.70622 0.2 -0.2 0.3
H 0.66539 -0.36758 -1.62476 0.1 0.0 -0.6
H 1.34551 -0.95226 1.30321 -0.6 0.4 -0.4
H 1.08259 1.86495 -0.08711 0.3 -1.0 0.4
```
Positions in Å, forces in eV/Å.


No. 4
The following is a quantum chemistry calculation of C31H30N2O4S2Tc as an isolated structure at a distorted geometry, from OMol25.

Its HOMO energy (alpha / beta) is -13.50 / -14.24 eV. As for the energy: -2486.27719 Eh. As for the total charge: +2. As for the spin multiplicity: 2.

```
70
Properties=species:S:1:pos:R:3:forces:R:3
Tc 1.47605 0.86675 0.99875 -3.0 -0.9 -1.7
C -4.43155 3.14164 -2.44010 0.1 0.0 0.0
C -2.98560 3.02798 -2.04998 -0.1 0.0 0.0
C -2.19463 4.17512 -1.95336 0.0 0.1 0.0
C -0.85909 4.09654 -1.61806 -0.1 -0.1 0.0
C -0.31538 2.83695 -1.36224 -0.2 0.0 -0.1
C -1.07235 1.66867 -1.45058 0.0 0.2 0.0
C -2.40498 1.78345 -1.80226 -0.1 0.0 0.0
S 1.33220 2.83592 -0.86653 0.0 0.1 1.2
O 2.10087 3.80818 -1.54980 0.2 0.0 0.0
O 1.35610 2.91066 0.66750 -0.2 1.0 -0.4
N 1.84752 1.29177 -0.93477 1.3 -0.7 0.2
C 3.17556 0.98107 -1.41463 -0.9 0.3 0.4
C 3.73786 1.33136 -2.59774 0.3 0.0 -0.5
C 5.05705 0.89008 -2.89038 -0.2 0.2 -0.1
C 5.75838 0.11326 -2.01654 0.1 -0.1 0.1
C 5.18000 -0.24990 -0.77234 0.3 0.0 -0.2
C 5.80748 -1.03807 0.21537 0.1 0.1 -0.3
C 5.17224 -1.29340 1.40272 -0.3 -0.1 0.4
C 3.90467 -0.75127 1.63577 0.7 -0.2 -0.1
N 3.29056 -0.01919 0.72006 1.6 -0.2 -0.3
C 3.89960 0.22212 -0.49111 -0.1 -0.2 0.6
H -4.52018 3.40627 -3.49583 0.0 0.0 0.0
H -4.92697 3.92708 -1.86988 0.0 0.0 0.0
H -4.96330 2.20584 -2.28202 0.0 0.0 0.0
H -2.63220 5.14584 -2.15268 0.0 0.0 0.0
H -0.24719 4.98841 -1.56896 0.0 0.0 0.0
H -0.63872 0.69231 -1.28215 0.1 0.0 0.0
H -3.00637 0.88560 -1.88923 0.0 0.1 0.0
H 3.19032 1.92892 -3.31513 0.1 0.0 0.0
H 5.50496 1.17855 -3.83154 0.0 0.0 0.0
H 6.75871 -0.22471 -2.25501 0.0 0.0 0.0
H 6.79629 -1.43961 0.02850 0.0 0.0 0.0
H 5.63526 -1.89140 2.17469 0.0 0.0 0.0
H 3.38696 -0.90117 2.57448 0.0 0.0 0.0
C 1.77823 2.16289 3.71648 -0.4 -0.3 -0.2
O 1.32943 1.12569 2.80311 1.9 1.4 1.2
H 1.10476 2.16777 4.56725 -0.1 0.0 0.1
H 1.76420 3.13274 3.22968 -0.1 0.1 -0.1
H 2.78537 1.92744 4.04882 0.1 -0.1 0.0
O 0.69773 -0.95378 0.99106 -0.1 -0.2 -0.5
S 0.63204 -2.31306 1.74876 0.0 0.1 -0.2
C -0.96551 -2.22467 2.58064 -0.3 -0.2 0.3
C -1.85740 -1.11776 2.09174 -0.2 -0.2 0.1
C -3.02235 -1.40527 1.39006 0.1 0.0 0.0
C -3.90434 -0.38489 1.05851 0.1 0.1 0.0
C -3.61478 0.92739 1.40581 0.1 0.0 0.0
C -2.44081 1.22177 2.09230 -0.1 0.0 -0.1
C -1.57159 0.19991 2.44228 0.0 0.1 0.3
C 0.39068 -3.50597 0.40509 -0.1 0.0 -0.1
C -0.97644 -3.62376 -0.19529 0.1 0.0 0.0
C -1.38110 -2.77226 -1.21870 0.0 0.1 0.0
C -2.63331 -2.92156 -1.79518 0.0 0.0 0.0
C -3.48837 -3.92452 -1.35403 0.0 0.0 0.0
C -3.08672 -4.78276 -0.33968 0.0 0.0 0.0
C -1.83301 -4.63274 0.23652 0.0 -0.1 0.0
H -0.70084 -2.10918 3.63186 -0.1 0.0 0.0
H -1.39129 -3.21886 2.43037 -0.2 0.1 0.1
H -3.25792 -2.42771 1.12442 0.0 0.0 0.0
H -4.82619 -0.62168 0.54311 0.0 0.0 0.0
H -4.31260 1.71864 1.16338 0.0 0.0 0.0
H -2.22055 2.24122 2.38067 0.0 0.0 0.0
H -0.69287 0.42069 3.04609 -0.3 -0.1 -0.1
H 0.74270 -4.44994 0.82571 0.0 0.0 0.0
H 1.13434 -3.15231 -0.31191 0.0 -0.1 -0.1
H -0.70435 -2.00372 -1.57767 0.0 0.0 0.0
H -2.93640 -2.27456 -2.60835 0.0 0.0 0.0
H -4.45882 -4.05110 -1.81622 0.0 0.0 0.0
H -3.74255 -5.57653 -0.00616 0.0 0.0 0.0
H -1.50946 -5.32916 1.00450 0.0 0.0 0.0
```
Positions in Å, forces in eV/Å.


> What is the energy in the fourth record?

-2486.27719 Eh